[1]
Computed, not measured: an isolated ion of composition C17H13F4N2 and charge +1 in a non-equilibrium geometry, with the ωB97M-V functional and the def2-TZVPD basis.

Each line ends with the Mulliken charge.
Geometry (Å):
F 4.1761 1.9947 2.2755  -0.2891
C 2.9066 2.1961 1.7657  0.0748
C 2.3316 3.4583 1.8417  -0.6257
C 1.0558 3.6065 1.3158  0.1887
F 0.4818 4.8638 1.2502  -0.2878
C 0.3170 2.5203 0.8000  -0.7677
C 0.9155 1.2604 0.7070  0.6979
C -0.0630 0.1423 0.1976  0.0993
C 0.3451 -1.3350 0.3709  1.1315
C -0.7157 -2.2045 0.1216  -0.8136
C -0.5399 -3.5890 0.3105  0.3066
F -1.5784 -4.4186 -0.0729  -0.2913
C 0.6371 -4.1226 0.8126  -0.7458
C 1.6891 -3.2416 1.0315  0.1202
F 2.8902 -3.7296 1.5160  -0.2967
C 1.5770 -1.8502 0.8391  -1.0425
C 2.2282 1.0817 1.2267  -0.8578
H 2.8825 4.3111 2.2483  0.4654
H -0.7550 2.6547 0.5900  0.4134
H -0.9608 0.3030 0.8678  0.3836
H -1.7213 -1.8174 -0.1069  0.1182
H 0.7519 -5.2015 0.9634  0.4711
H 2.4174 -1.2370 1.1681  0.7189
H 2.7179 0.1097 1.3416  0.7432
C -3.4963 -0.2694 -0.9524  -1.4994
C -2.1956 0.1384 -1.5646  0.9186
N -0.9498 0.1971 -1.1364  0.4056
C -0.1421 0.7323 -2.0789  -0.3228
C -0.8754 0.9872 -3.1365  -0.6971
N -2.1727 0.6105 -2.8201  -0.0435
H -3.4132 -0.4195 0.1371  0.3389
H -4.2520 0.5219 -1.1395  0.4800
H -3.8532 -1.2132 -1.4141  0.3753
H 0.9133 0.8720 -1.8291  0.5204
H -0.5818 1.4218 -4.0430  0.4471
H -2.9676 0.6653 -3.4043  0.1620

As for the LUMO energy: -0.11674 hartree. The total charge is +1. Its HOMO-LUMO gap is 9.372 eV. As for the spin multiplicity: 1. As for the SMILES: Cc1[nH+]ccn1C(c1cc(F)cc(F)c1)c1cc(F)cc(F)c1. Its HOMO energy is -12.549 eV. The calculation puts the energy above the lowest of the compared OMol25 structures with the same formula, charge and spin at 100.7 kJ/mol.

---

[2]
Computed, not measured: C2H10N3OPt as an isolated structure in a non-equilibrium geometry, with the ωB97M-V functional and the def2-TZVPD basis.

Each line ends with the Mulliken spin population.
Geometry (Å):
C -2.1909 0.7999 -1.4248  0.1207
Pt 0.1818 0.0353 0.1739  2.6131
N 1.9214 -0.1038 1.4142  0.2477
N 1.2388 -0.7359 -1.6193  0.2873
H 1.8783 -0.9463 1.9941  -0.0209
H -1.3022 1.2147 -0.8981  -0.0256
H -3.0946 1.3189 -1.1046  -0.0056
H -2.2934 -0.2425 -1.1817  -0.0334
H -2.0734 1.0151 -2.4870  0.0048
H 1.6364 -1.6803 -1.5227  -0.0500
H 2.0166 -0.1630 -1.9687  -0.0184
H 0.6090 -0.8128 -2.4254  -0.0425
H 2.8115 -0.1279 0.9150  -0.0295
H 1.9546 0.6963 2.0515  -0.0256
O -1.4728 -0.8133 3.5915  0.3011
C -1.1092 -0.0789 2.7032  0.3663
N -0.7119 0.6246 1.7892  0.3105

As for the LUMO energy (spin up / spin down): -0.11752 / -0.29419 hartree. The total charge is +1. Its HOMO-LUMO gap (spin up / spin down) is 5.268 / 7.483 eV. As for the spin multiplicity: 5. Its HOMO energy (spin up / spin down) is -8.466 / -15.489 eV.

---

[3]
Computed, not measured: an isolated molecule of C4H10N2 in a non-equilibrium geometry, with the ωB97M-V functional and the def2-TZVPD basis.

Each line ends with the Mulliken charge.
Geometry (Å):
C 1.0975 1.0549 -0.2737  -0.8934
C 0.2593 0.0472 0.4544  0.4194
C -0.6631 -0.8727 -0.4085  -0.7714
C -1.7305 -0.5685 0.7062  -0.4491
H 2.5052 -0.1605 -1.0590  0.2832
H 1.1484 0.0166 -2.0716  0.3047
H 0.2510 1.8070 -0.5073  0.3790
H 1.7741 1.5323 0.5594  0.2692
H 0.9401 -0.6197 1.1155  0.2650
H -0.7461 -0.3845 -1.4317  0.3140
H -0.4973 -1.9766 -0.5164  0.2128
H -2.7133 -0.3626 0.3548  0.3051
H -1.7293 -1.3681 1.4069  0.2934
H -0.7941 0.6864 2.0179  0.2208
N 1.8588 0.5514 -1.4260  -0.6153
N -0.9607 0.6174 1.0791  -0.5375

As for the LUMO energy: 0.04016 hartree. Its HOMO-LUMO gap is 10.348 eV. As for the spin multiplicity: 1. As for the SMILES: NC[C@@H]1CCN1. Its HOMO energy is -9.256 eV. The calculation puts the energy above the lowest of the compared OMol25 structures with the same formula, charge and spin at 211.4 kJ/mol.

---

[4]
Computed, not measured: C4H11CuINO as an isolated structure in a non-equilibrium geometry, with the ωB97M-V functional and the def2-TZVPD basis.

Each line ends with the Mulliken spin population.
Geometry (Å):
Cu 3.2997 30.4427 -29.0843  1.7047
I 4.9390 30.4852 -31.5211  0.4101
C 0.7670 33.2627 -31.0852  0.0044
C 2.0054 32.5469 -30.4485  0.0451
C 2.6575 33.3819 -29.3430  -0.0251
O 3.6620 32.5172 -28.8013  -0.0948
C 4.4738 33.2200 -27.8112  -0.0364
N 1.4574 31.2642 -29.9734  0.0146
H 1.1083 34.2917 -31.1988  0.0007
H -0.0846 33.2448 -30.4051  -0.0004
H 0.4338 32.8609 -32.0421  0.0005
H 2.8360 32.5324 -31.1541  0.0015
H 1.9124 33.6607 -28.5979  -0.0060
H 3.0357 34.3189 -29.7519  0.0010
H 3.8628 33.6758 -27.0321  -0.0046
H 4.9425 34.0390 -28.3568  0.0011
H 5.1047 32.6114 -27.1634  -0.0030
H 0.6463 31.5099 -29.4240  -0.0089
H 0.9493 30.8313 -30.7314  -0.0042

As for the LUMO energy (spin up / spin down): 0.01760 / -0.08032 hartree. Its HOMO-LUMO gap (spin up / spin down) is 6.088 / 6.234 eV. As for the spin multiplicity: 3. Its HOMO energy (spin up / spin down) is -5.609 / -8.420 eV.

---

[5]
Computed, not measured: C2H6N2O as an isolated structure in a non-equilibrium geometry, with the ωB97M-V functional and the def2-TZVPD basis.

Each line ends with the Mulliken charge.
Geometry (Å):
C -0.9416 -0.7486 0.1189  -0.6656
C 1.5189 -0.3881 -0.2042  0.2281
H -1.1623 -0.9221 1.3703  0.2451
H -2.0579 0.0504 -0.3427  0.1995
H -0.6297 -1.7805 -0.6878  0.2669
H -0.1616 1.6820 0.8911  0.2626
H -0.9671 1.7559 -0.5896  0.2957
H 1.4240 -1.4478 -0.4344  0.1798
N 0.2829 0.1288 -0.1509  0.2871
N 0.0614 1.5072 -0.1097  -0.7249
O 2.6330 0.1628 0.1392  -0.5742

As for the LUMO energy: 0.00904 hartree. Its HOMO-LUMO gap is 9.787 eV. As for the spin multiplicity: 1. Its HOMO energy is -9.541 eV. The calculation puts the energy above the lowest of the compared OMol25 structures with the same formula, charge and spin at 514.8 kJ/mol.

---

[6]
Computed, not measured: an isolated molecule of CH5N2P in a non-equilibrium geometry, with the ωB97M-V functional and the def2-TZVPD basis.

Each line ends with the Mulliken charge.
Geometry (Å):
C -0.9445 0.5050 -0.1024  -0.5505
N 2.9457 -0.6166 -0.0724  -0.3892
N 0.1606 -0.2950 0.3606  -0.5762
P 2.0755 0.6341 0.0331  0.3195
H -0.6208 1.5209 -0.3323  0.2024
H -1.4339 0.0949 -0.9906  0.2424
H -1.6862 0.5810 0.7006  0.2212
H 3.9476 -0.6294 -0.1576  0.2681
H 0.2240 -1.2107 -0.0614  0.2624

As for the LUMO energy: -0.00702 hartree. Its HOMO-LUMO gap is 8.276 eV. As for the spin multiplicity: 1. As for the SMILES: [H]/N=P/NC. Its HOMO energy is -8.467 eV. The calculation puts the energy above the lowest of the compared OMol25 structures with the same formula, charge and spin at 124.2 kJ/mol.

---

- spin multiplicity of number 2 (C2H10N3OPt)?
  5